Record 1
{
  "formula": "C73H156N9O19",
  "method": "ωB97M-V/def2-TZVPD",
  "energy_ha": -4796.80297,
  "total_charge": 1,
  "homo_energy_ev": -9.5,
  "fmax_ev_per_a": 4.9,
  "spin_multiplicity": 1,
  "homo_lumo_gap_ev": 0.83,
  "species": ["H", "H", "H", "H", "H", "H", "H", "C", "H", "O", "O", "C", "H", "H", "O", "C", "H", "C", "H", "H", "H", "C", "C", "C", "H", "H", "H", "H", "C", "C", "C", "C", "C", "C", "C", "H", "O", "H", "N", "C", "H", "H", "C", "H", "C", "H", "O", "O", "H", "H", "N", "N", "H", "H", "H", "H", "H", "H", "H", "C", "N", "H", "H", "H", "C", "O", "C", "C", "H", "C", "H", "H", "H", "H", "H", "H", "H", "H", "H", "H", "C", "H", "C", "O", "C", "H", "C", "C", "H", "H", "H", "H", "C", "C", "H", "C", "H", "H", "C", "C", "H", "H", "C", "H", "H", "H", "H", "H", "C", "H", "H", "H", "C", "H", "H", "H", "H", "H", "O", "H", "H", "H", "H", "C", "H", "H", "H", "H", "H", "H", "H", "C", "C", "O", "C", "H", "H", "C", "O", "C", "C", "O", "N", "H", "H", "H", "H", "C", "C", "H", "H", "H", "C", "H", "H", "H", "H", "C", "H", "O", "C", "O", "C", "H", "H", "H", "H", "H", "O", "C", "H", "H", "H", "H", "C", "H", "H", "H", "H", "H", "H", "H", "H", "H", "H", "O", "C", "C", "H", "H", "H", "C", "C", "H", "C", "N", "O", "H", "H", "H", "C", "H", "C", "C", "H", "H", "H", "C", "H", "O", "H", "C", "H", "C", "C", "C", "H", "H", "H", "C", "H", "N", "H", "H", "H", "H", "C", "C", "H", "H", "H", "H", "H", "C", "H", "C", "C", "H", "H", "N", "H", "C", "H", "C", "H", "H", "H", "H", "H", "H", "O", "H", "C", "C", "N", "H", "H"],
  "positions_angstrom": [[23.14, 20.74, 9.75], [15.48, 24.54, 21.49], [15.11, 16.61, 19.28], [22.70, 19.98, 17.57], [19.71, 19.61, 12.73], [19.87, 22.67, 18.55], [14.64, 18.90, 14.95], [21.06, 15.37, 21.61], [5.20, 18.16, 16.84], [21.62, 24.74, 18.45], [12.02, 16.57, 18.79], [14.33, 12.57, 20.87], [16.69, 11.04, 22.88], [13.34, 11.89, 22.72], [17.48, 16.37, 21.88], [20.70, 21.59, 10.39], [20.54, 13.79, 11.28], [20.35, 14.32, 22.57], [24.17, 17.95, 10.48], [16.05, 16.28, 15.71], [16.39, 13.81, 9.24], [11.70, 15.59, 20.98], [3.59, 19.25, 17.74], [19.23, 21.55, 10.06], [15.05, 16.91, 13.26], [16.20, 14.74, 17.02], [18.84, 13.76, 19.61], [3.53, 17.68, 16.20], [18.20, 11.80, 12.80], [21.92, 20.54, 12.46], [25.54, 13.08, 20.46], [20.76, 24.40, 17.70], [4.10, 18.01, 17.12], [15.56, 17.11, 23.05], [11.41, 12.16, 15.54], [22.14, 15.12, 21.52], [15.21, 14.34, 12.84], [21.15, 21.15, 12.96], [21.04, 20.29, 11.17], [9.98, 14.54, 16.87], [18.05, 12.30, 21.05], [27.38, 13.90, 20.56], [19.27, 14.37, 20.41], [17.46, 18.39, 17.14], [16.98, 17.73, 17.81], [14.70, 12.03, 11.94], [19.76, 20.99, 14.44], [3.29, 18.98, 19.01], [14.06, 24.10, 19.60], [11.91, 16.12, 16.47], [18.36, 13.90, 11.59], [13.90, 11.61, 19.72], [13.30, 11.22, 16.92], [21.00, 26.25, 15.21], [16.13, 11.83, 15.87], [14.14, 9.53, 19.46], [23.13, 19.36, 8.76], [17.34, 22.61, 16.05], [9.27, 12.20, 15.03], [20.70, 12.45, 21.07], [19.66, 13.44, 21.56], [12.10, 12.63, 19.37], [11.02, 14.80, 21.22], [21.02, 13.73, 23.24], [16.75, 15.87, 8.65], [22.53, 17.72, 18.40], [15.79, 23.08, 20.05], [21.43, 18.33, 17.89], [18.58, 21.69, 12.06], [14.23, 11.70, 22.08], [18.30, 16.25, 17.08], [15.86, 16.76, 24.11], [22.18, 16.82, 18.63], [14.59, 18.76, 18.80], [12.14, 18.48, 15.27], [18.87, 22.62, 9.98], [18.66, 12.75, 14.66], [4.23, 17.20, 17.79], [9.11, 15.23, 16.79], [25.02, 19.51, 10.55], [18.71, 11.66, 23.03], [10.93, 14.36, 13.56], [11.20, 18.38, 15.83], [16.73, 10.06, 17.81], [21.59, 19.29, 10.15], [26.83, 11.56, 19.73], [18.43, 12.71, 21.98], [21.67, 19.78, 17.47], [22.78, 21.14, 12.06], [14.97, 19.57, 17.32], [10.57, 14.80, 17.65], [12.13, 11.65, 14.90], [15.04, 11.94, 15.91], [14.06, 13.96, 12.66], [17.19, 21.00, 15.42], [10.21, 12.48, 14.55], [15.89, 18.17, 22.89], [16.91, 12.44, 11.18], [14.10, 10.14, 21.65], [16.21, 23.83, 21.33], [13.54, 12.85, 10.76], [21.08, 20.40, 18.19], [17.19, 14.55, 9.36], [19.84, 15.36, 11.36], [26.58, 11.64, 21.48], [18.65, 23.53, 17.70], [14.38, 16.83, 15.79], [20.97, 22.37, 11.03], [18.89, 12.89, 13.64], [12.20, 15.81, 14.73], [25.80, 15.72, 21.58], [15.57, 10.40, 19.97], [10.23, 14.03, 14.40], [17.70, 13.52, 22.26], [12.63, 15.38, 21.51], [14.65, 11.51, 14.94], [11.50, 18.26, 16.85], [17.27, 14.28, 13.22], [15.60, 15.14, 21.76], [4.01, 25.42, 21.97], [21.66, 12.96, 20.83], [17.50, 15.84, 11.09], [21.51, 18.34, 10.67], [17.70, 10.85, 17.93], [19.22, 10.89, 22.41], [14.11, 15.94, 17.95], [16.42, 14.52, 11.41], [12.75, 13.82, 15.15], [20.43, 18.61, 14.63], [13.72, 23.22, 17.43], [19.58, 14.92, 23.04], [14.55, 12.08, 18.44], [19.64, 23.73, 18.27], [21.44, 17.43, 12.36], [15.12, 16.25, 18.21], [13.52, 18.36, 17.50], [13.84, 13.55, 20.77], [15.36, 17.13, 15.94], [13.03, 14.40, 13.27], [17.89, 21.73, 15.74], [12.41, 11.56, 19.55], [24.31, 13.39, 20.53], [20.73, 24.58, 16.38], [15.77, 18.42, 12.75], [14.71, 10.26, 17.23], [19.09, 21.06, 9.07], [11.96, 11.29, 20.48], [15.78, 17.69, 13.56], [18.69, 10.97, 16.67], [17.67, 10.07, 24.03], [14.82, 13.00, 15.72], [19.29, 10.10, 16.32], [19.66, 19.81, 11.67], [22.43, 24.99, 15.11], [18.94, 15.01, 13.29], [21.08, 14.94, 19.55], [17.10, 11.67, 24.43], [11.95, 15.53, 19.50], [19.46, 11.95, 23.79], [18.04, 11.55, 18.92], [16.26, 16.15, 22.07], [12.28, 14.40, 19.04], [10.52, 17.07, 15.29], [10.63, 19.30, 15.80], [12.45, 13.62, 16.95], [18.40, 14.89, 20.84], [17.17, 24.30, 21.15], [18.55, 12.10, 10.64], [3.42, 20.34, 17.37], [18.65, 20.92, 11.30], [20.34, 11.92, 20.16], [11.08, 11.54, 16.42], [15.12, 11.92, 22.73], [18.05, 14.10, 8.86], [14.37, 11.29, 17.15], [16.75, 15.72, 7.60], [14.85, 9.52, 22.17], [21.29, 19.95, 16.48], [12.19, 10.82, 18.81], [16.84, 18.11, 18.81], [19.94, 12.80, 13.54], [12.99, 12.23, 12.29], [9.72, 13.48, 16.86], [21.43, 17.20, 15.03], [13.17, 9.67, 21.79], [20.37, 17.73, 17.99], [15.55, 18.29, 14.95], [20.38, 15.33, 20.25], [23.78, 19.21, 11.76], [11.39, 16.55, 21.24], [17.21, 11.50, 13.25], [26.14, 15.55, 20.58], [18.31, 14.11, 13.08], [18.37, 21.41, 16.65], [19.01, 22.00, 14.70], [14.79, 23.50, 19.25], [19.12, 23.12, 14.16], [19.49, 24.28, 19.21], [15.79, 16.31, 8.86], [10.33, 11.93, 13.61], [13.82, 12.71, 11.82], [3.19, 19.78, 19.42], [17.52, 16.30, 17.85], [26.11, 11.73, 20.52], [20.85, 19.44, 9.30], [16.33, 18.90, 15.31], [17.59, 16.58, 8.87], [14.33, 22.69, 18.13], [16.31, 23.28, 22.27], [19.31, 16.82, 12.64], [21.42, 21.73, 9.52], [16.30, 15.30, 17.89], [15.58, 12.19, 18.74], [17.31, 14.79, 10.86], [14.58, 18.60, 17.70], [11.43, 15.94, 15.50], [21.12, 16.32, 22.05], [14.10, 13.08, 18.27], [16.79, 17.31, 13.50], [21.66, 25.52, 15.74], [27.09, 16.04, 20.47], [26.43, 14.10, 20.33], [20.88, 11.78, 21.85], [18.21, 11.35, 15.79], [14.47, 16.98, 22.94], [18.82, 10.89, 12.63], [19.66, 14.35, 11.02], [17.46, 11.05, 23.65], [19.97, 16.30, 19.97], [10.29, 17.24, 14.23], [15.38, 12.56, 20.65], [13.66, 21.98, 18.62], [25.33, 15.94, 19.89], [14.50, 10.30, 20.13], [17.70, 20.38, 11.13], [12.05, 13.53, 15.94], [17.95, 12.44, 11.44], [19.60, 14.28, 9.97], [19.94, 24.12, 15.93], [15.46, 17.49, 17.40], [19.63, 17.05, 15.01], [24.06, 19.03, 10.71], [22.16, 26.07, 16.54], [20.50, 17.50, 14.57], [19.49, 18.91, 11.15], [9.63, 16.88, 15.81], [15.21, 22.32, 17.65], [22.06, 19.60, 12.94], [18.03, 16.20, 18.79], [16.60, 14.55, 18.66], [16.47, 22.09, 19.73], [9.34, 14.58, 14.27], [23.05, 19.63, 9.79], [20.45, 17.19, 13.07], [10.89, 14.55, 15.69], [19.37, 11.81, 16.96], [25.30, 11.02, 20.58]]
}

Record 2
{
  "formula": "C6H11N",
  "method": "ωB97M-V/def2-TZVPD",
  "energy_ha": -289.79370,
  "relative_energy_kj_mol": 467.28,
  "homo_energy_ev": -7.4,
  "fmax_ev_per_a": 5.2,
  "smiles": "C=C/C(=C\\N)CC",
  "spin_multiplicity": 1,
  "homo_lumo_gap_ev": 8.41,
  "species": ["H", "C", "C", "H", "H", "H", "H", "C", "C", "H", "C", "C", "H", "H", "H", "N", "H", "H"],
  "positions_angstrom": [[-0.96, -1.22, -2.27], [1.81, -0.12, 1.56], [0.31, -0.91, 1.32], [-2.31, -0.45, 0.50], [-2.57, 1.51, -0.65], [-0.96, 1.80, -0.63], [0.63, -1.92, 1.21], [0.42, -0.15, -1.23], [-0.28, -0.32, -0.01], [0.96, 0.72, -1.21], [-1.49, 0.15, 0.10], [-0.18, -0.47, -2.36], [2.27, 0.09, 0.59], [-0.26, -0.81, 2.31], [2.73, -0.49, 2.24], [-1.80, 1.48, -0.13], [1.69, 0.96, 1.95], [0.00, 0.14, -3.27]]
}

Record 3
{
  "formula": "C5H13N2",
  "method": "ωB97M-V/def2-TZVPD",
  "energy_ha": -307.52078,
  "total_charge": 1,
  "relative_energy_kj_mol": 264.73,
  "homo_energy_ev": -11.7,
  "fmax_ev_per_a": 2.8,
  "smiles": "CN/C=C/CC[NH3+]",
  "spin_multiplicity": 1,
  "homo_lumo_gap_ev": 8.46,
  "species": ["H", "H", "C", "H", "H", "H", "C", "C", "H", "C", "H", "H", "H", "C", "H", "N", "H", "H", "H", "N"],
  "positions_angstrom": [[0.56, -1.41, 0.74], [-2.99, 0.73, 1.78], [0.06, -0.80, -1.43], [-2.29, 0.20, 3.35], [-2.25, 1.92, 2.92], [-0.87, -0.41, -1.89], [-0.93, 0.10, 0.59], [-2.18, 0.90, 2.50], [3.22, 0.33, -1.23], [1.14, 0.18, -2.08], [1.21, 0.00, -3.14], [0.96, 1.14, -1.63], [-0.09, 0.34, 2.37], [0.01, -0.74, 0.06], [2.76, -1.11, -1.96], [2.44, -0.31, -1.41], [0.19, -1.81, -2.00], [2.08, -0.57, -0.47], [-1.94, 0.18, 0.19], [-0.90, 0.65, 1.82]]
}